(1)
DFT (ωB97M-V/def2-TZVPD) results for C38H35F6N3O6PdS4 as an isolated structure.

Calculated values
- HOMO (spin up / spin down) (eV) = -13.023 / -13.022
- E_tot (eV) = -119839.2177
- net charge = +2
- multiplicity = 3
- ΔE to the lowest compared entry with this formula, charge and spin (kJ/mol) = 97.0

Positions of all 93 atoms, in Å:
Pd 1.40 1.82 -1.57
F 2.67 0.70 -4.26
C 3.89 1.19 -4.08
F 4.68 0.24 -3.60
F 4.36 1.65 -5.21
S 3.87 2.56 -2.82
O 3.69 1.89 -1.52
O 5.04 3.34 -3.01
N 2.48 3.24 -3.21
S 1.86 4.50 -2.44
O 2.51 5.74 -2.65
O 1.60 4.07 -1.05
C 0.20 4.59 -3.29
F 0.28 5.45 -4.28
F -0.69 5.00 -2.39
F -0.17 3.40 -3.76
C -7.25 2.66 -2.34
C -5.84 2.22 -2.07
C -5.45 0.90 -2.31
C -4.16 0.48 -2.05
C -3.25 1.39 -1.54
C -3.59 2.71 -1.31
C -4.89 3.12 -1.59
S -1.64 0.78 -1.18
O -0.72 2.01 -1.24
C -1.74 0.42 0.57
C -1.87 1.51 1.47
C -1.87 1.26 2.81
C -1.73 -0.06 3.30
C -1.72 -0.32 4.69
C -1.56 -1.60 5.16
C -1.41 -2.67 4.26
C -1.43 -2.45 2.91
C -1.59 -1.14 2.40
C -1.60 -0.87 0.99
C -1.37 -2.00 0.03
C -2.41 -2.92 -0.26
C -3.70 -2.81 0.32
C -4.68 -3.69 -0.01
C -4.43 -4.74 -0.92
C -3.20 -4.87 -1.50
C -2.16 -3.97 -1.19
C -0.89 -4.08 -1.80
C 0.10 -3.19 -1.53
C -0.15 -2.16 -0.59
S 1.03 -0.88 -0.34
O 1.40 -0.36 -1.74
C 2.47 -1.73 0.27
C 3.68 -1.57 -0.39
C 4.82 -2.15 0.17
C 4.75 -2.87 1.36
C 5.97 -3.55 1.92
C 3.52 -2.99 2.00
C 2.37 -2.42 1.47
H -7.68 2.12 -3.18
H -7.30 3.73 -2.55
H -7.87 2.46 -1.46
H -6.17 0.20 -2.71
H -3.86 -0.55 -2.26
H -2.85 3.42 -0.96
H -5.17 4.15 -1.43
H -1.96 2.51 1.08
H -1.98 2.08 3.51
H -1.84 0.51 5.38
H -1.56 -1.79 6.23
H -1.30 -3.67 4.64
H -1.33 -3.28 2.23
H -3.90 -2.00 1.02
H -5.67 -3.60 0.44
H -5.22 -5.44 -1.16
H -3.01 -5.67 -2.20
H -0.72 -4.88 -2.51
H 1.07 -3.25 -2.01
H 3.73 -1.02 -1.32
H 5.76 -2.06 -0.35
H 6.89 -3.08 1.56
H 5.99 -4.59 1.61
H 5.98 -3.53 3.01
H 3.45 -3.56 2.92
H 1.42 -2.54 1.97
N 4.78 2.06 3.04
C 3.30 2.17 2.73
C 3.09 1.88 1.25
N 1.69 1.95 0.84
H 4.97 2.15 4.04
H 5.31 2.79 2.55
H 5.15 1.16 2.72
H 2.99 3.18 3.01
H 2.80 1.45 3.38
H 3.48 0.89 1.01
H 3.65 2.60 0.65
H 1.35 2.91 0.82
H 1.06 1.39 1.41


(2)
DFT (ωB97M-V/def2-TZVPD) results for C23H18BrN3O6OsS as an isolated structure.

Calculated values
- HOMO (eV) = -13.803
- E_tot (eV) = -124227.6154
- net charge = +2

Positions of all 53 atoms, in Å:
Os -0.07 -0.37 0.10
C 2.72 -1.59 -0.57
O 1.85 -0.42 -0.53
C 2.25 0.79 -1.15
C 3.52 0.98 -1.64
C 3.82 2.22 -2.19
Br 5.55 2.53 -2.88
C 2.88 3.22 -2.21
C 1.59 3.01 -1.72
C 1.25 1.75 -1.19
O 0.02 1.47 -0.75
C 0.61 4.09 -1.71
N -0.59 4.06 -1.14
C -1.22 5.29 -1.30
C -2.46 5.75 -0.88
C -2.78 7.05 -1.23
C -1.90 7.85 -1.97
C -0.67 7.39 -2.38
C -0.35 6.08 -2.03
N 0.78 5.30 -2.27
H 2.92 -1.83 -1.61
H 2.16 -2.38 -0.08
H 3.62 -1.36 -0.02
H 4.27 0.21 -1.61
H 3.16 4.18 -2.62
H -0.91 3.24 -0.64
H -3.14 5.14 -0.30
H -3.73 7.46 -0.92
H -2.19 8.86 -2.22
H 0.01 8.01 -2.95
H 1.59 5.60 -2.77
O 0.30 -1.91 1.78
C -0.10 -1.02 2.54
N -0.57 0.11 1.86
S -0.76 1.46 2.90
O 0.37 2.29 2.70
O -2.09 1.96 2.75
C -0.58 0.42 4.32
C -0.78 0.80 5.63
C -0.55 -0.17 6.61
C -0.15 -1.46 6.28
C 0.05 -1.83 4.96
C -0.18 -0.87 3.98
H -1.09 1.80 5.89
H -0.70 0.09 7.65
H 0.01 -2.18 7.07
H 0.35 -2.83 4.70
C -2.89 -0.74 -1.47
C -1.44 -0.80 -1.21
O -0.51 -1.17 -1.90
H -3.23 -1.74 -1.74
H -3.04 -0.08 -2.33
H -3.43 -0.37 -0.60


(3)
DFT (ωB97M-V/def2-TZVPD) results for C40H42BF2InN7O3S as an isolated structure.

Calculated values
- HOMO (eV) = -9.076
- E_tot (eV) = -80855.7421
- net charge = +1
- ΔE to the lowest compared entry with this formula, charge and spin (kJ/mol) = 81.2

Positions of all 97 atoms, in Å:
In 2.41 2.95 0.27
C -4.22 1.08 5.17
C -3.81 2.30 4.41
O -3.96 2.28 3.16
C -3.25 3.43 5.03
C -2.92 3.43 6.43
C -2.39 4.55 6.99
C -2.21 5.73 6.22
C -2.54 5.78 4.93
C -2.97 4.58 4.27
O -3.21 4.57 2.99
H -4.72 0.46 4.44
H -4.89 1.46 5.96
H -3.31 0.57 5.48
H -3.06 2.65 7.09
H -2.24 4.46 8.04
H -1.99 6.66 6.79
H -2.62 6.69 4.34
C 3.54 -11.15 0.96
O 2.69 -10.38 1.76
C 2.09 -9.26 1.21
C 2.60 -8.72 0.07
C 2.08 -7.51 -0.41
C 1.08 -6.85 0.31
C 0.55 -7.45 1.48
C 0.97 -8.71 1.86
C 0.34 -5.62 -0.11
N -0.60 -5.00 0.54
C -0.84 -3.84 -0.18
C -0.10 -3.79 -1.34
N 0.61 -4.96 -1.33
C -0.24 -2.75 -2.36
C 0.37 -2.82 -3.62
C 0.13 -1.80 -4.51
C -0.70 -0.73 -4.12
N -1.33 -0.65 -2.94
C -1.19 -1.67 -2.09
C -1.89 -1.65 -0.78
N -2.58 -0.60 -0.46
C -3.28 -0.52 0.73
C -3.32 -1.61 1.57
C -2.47 -2.68 1.32
C -1.70 -2.75 0.12
H 4.18 -11.76 1.58
H 4.30 -10.60 0.37
H 2.96 -11.83 0.37
H 3.47 -9.03 -0.46
H 2.55 -7.20 -1.34
H -0.15 -6.87 2.12
H 0.55 -9.17 2.69
H 1.26 -5.17 -2.06
H 0.96 -3.62 -3.90
H 0.59 -1.87 -5.54
H -0.85 0.16 -4.79
H -3.76 0.44 0.84
H -3.98 -1.74 2.41
H -2.63 -3.56 1.98
N -2.39 2.31 -0.90
C -1.12 2.96 -1.20
C -0.68 2.66 -2.62
C 0.68 3.37 -2.90
N 1.79 2.73 -2.20
C 0.45 4.84 -2.67
C -0.08 5.28 -1.25
N 1.07 5.22 -0.31
C -1.27 4.47 -0.85
H -2.46 1.33 -1.10
H -3.06 2.88 -1.39
H -2.52 2.39 0.10
H -0.42 2.46 -0.54
H -1.43 3.09 -3.32
H -0.67 1.58 -2.89
H 0.98 3.38 -3.98
H 2.66 3.13 -2.52
H 1.90 1.78 -2.40
H -0.25 5.12 -3.44
H 1.30 5.44 -2.83
H -0.37 6.36 -1.39
H 0.96 5.92 0.42
H 1.85 5.47 -0.84
H -2.21 4.74 -1.40
H -1.51 4.60 0.19
S 4.22 4.47 -0.96
C 4.79 3.31 -2.16
C 5.12 3.73 -3.46
C 5.50 2.80 -4.39
C 5.47 1.42 -4.11
C 5.14 1.01 -2.84
C 4.89 1.95 -1.83
H 5.19 4.74 -3.72
H 5.98 2.99 -5.32
H 5.71 0.69 -4.86
H 5.06 -0.08 -2.60
H 4.81 1.53 -0.82
F -4.05 3.43 1.17
B -3.34 3.31 2.31
F -2.06 2.84 1.85


(4)
DFT (ωB97M-V/def2-TZVPD) results for C5H5NS in the gas phase.

Calculated values
- HOMO (spin up / spin down) (eV) = -8.119 / -8.118
- E_tot (eV) = -17585.0691
- ΔE to the lowest compared entry with this formula, charge and spin (kJ/mol) = 560.4

Positions of all 12 atoms, in Å:
C -0.99 -1.64 -0.07
C 0.24 -1.21 0.03
C -0.68 1.07 -0.12
C 1.46 -0.87 0.28
C 0.21 2.02 -0.11
N -2.17 -1.03 0.02
S -2.18 0.58 0.27
H -1.08 -2.40 -0.76
H 1.90 0.09 -0.02
H 2.18 -1.61 0.75
H 0.29 2.84 0.63
H 0.82 2.14 -0.90


Q: What is the formula in the second record?
A: C23H18BrN3O6OsS


Q: What is the E_tot in the first record?
A: -119839.2177 eV